1.
Molecular formula: C21H53InN7O15
Method: DFT, ωB97M-V with the def2-TZVPD basis set

The HOMO-LUMO gap is 5.972 eV. For the total energy, the calculation gives -2533.30396 Eh. The value obtained for the max |F| is 0.00659 hartree/bohr. Its charge is -1.

Last column: Mulliken charge in e.
Element x y z (Å)
C (4.96539, 4.00676, 1.01905)  -1.366
C (4.29045, 2.64547, 0.87500)  -0.393
C (3.94185, 2.27897, -0.57226)  0.308
C (5.03668, 1.51300, -1.34157)  -0.936
C (4.56866, 0.16509, -1.89549)  -1.072
C (3.99574, -0.79913, -0.83513)  -0.433
C (2.46028, -0.95706, -0.80231)  -1.103
C (1.75665, -0.34705, 0.42400)  0.244
C (0.48570, 0.42953, 0.09529)  -0.655
C (-0.28082, 0.85868, 1.35180)  -0.710
C (-1.47359, -0.05538, 1.65107)  -0.706
C (-2.70185, 0.11746, 0.73450)  -1.467
In (-2.91916, 1.90017, -0.57791)  1.091
O (-3.56364, 3.53048, 0.57411)  -0.860
C (-4.53338, 1.53512, -2.04877)  -0.395
C (-5.48874, 2.73100, -2.18505)  -1.162
H (6.00105, 3.97806, 0.66900)  0.298
H (4.97698, 4.34756, 2.05622)  0.392
H (4.43841, 4.76246, 0.43057)  0.348
H (3.38635, 2.60978, 1.48859)  0.315
H (4.95997, 1.87627, 1.27844)  0.296
H (3.01967, 1.69594, -0.58001)  -0.638
H (3.70694, 3.19767, -1.11940)  0.600
H (5.40235, 2.12883, -2.16837)  0.323
H (5.90441, 1.33588, -0.69317)  0.380
H (5.41169, -0.32094, -2.39573)  0.364
H (3.82034, 0.35160, -2.67427)  0.387
H (4.45313, -1.77934, -0.99128)  0.390
H (4.33170, -0.46947, 0.15692)  0.350
H (2.03416, -0.51305, -1.70887)  0.480
H (2.21806, -2.02148, -0.85017)  0.482
H (2.44677, 0.31347, 0.96360)  0.079
H (1.49225, -1.13843, 1.13490)  -0.057
H (-0.16305, -0.20297, -0.52357)  0.444
H (0.72580, 1.29609, -0.52871)  0.273
H (-0.62831, 1.89066, 1.24289)  0.305
H (0.39773, 0.85613, 2.21467)  0.466
H (-1.76293, 0.09033, 2.69727)  0.344
H (-1.10022, -1.09070, 1.59312)  0.227
H (-2.82161, -0.75205, 0.07712)  0.506
H (-3.60292, 0.12359, 1.35998)  0.477
H (-1.41754, 2.39973, -1.38047)  -0.513
H (-4.51047, 3.43730, 0.72905)  0.208
H (-5.10325, 0.64437, -1.76482)  0.213
H (-4.07516, 1.32629, -3.02541)  -0.084
H (-6.14765, 2.64642, -3.06127)  0.350
H (-6.13669, 2.82859, -1.30956)  0.264
H (-4.95740, 3.68207, -2.27835)  0.389
C (3.08724, -3.31880, 2.40780)  -0.882
N (3.94975, -3.97987, 1.38893)  1.007
O (3.50809, -4.12708, 0.27195)  -0.542
O (5.05980, -4.33709, 1.74611)  -0.594
H (2.13705, -3.08151, 1.94726)  0.367
H (2.99049, -4.01597, 3.23511)  0.371
H (3.61342, -2.43364, 2.75046)  0.289
C (-2.80565, 3.53555, 3.49255)  -0.530
N (-1.93418, 3.15288, 4.63741)  0.923
O (-1.15790, 2.23053, 4.49886)  -0.508
O (-2.04252, 3.81151, 5.65852)  -0.618
H (-2.64345, 2.91122, 2.62282)  0.109
H (-3.82927, 3.46256, 3.84921)  0.286
H (-2.58248, 4.57088, 3.25411)  0.264
C (-7.40152, -1.07143, -3.83184)  -0.670
N (-7.78791, 0.13783, -3.05593)  0.963
O (-7.62935, 0.12471, -1.85790)  -0.537
O (-8.24184, 1.07081, -3.69344)  -0.533
H (-7.00848, -1.80281, -3.13645)  0.297
H (-8.30006, -1.41707, -4.33500)  0.292
H (-6.65269, -0.76848, -4.55921)  0.182
C (-2.39113, 0.28567, -5.71177)  -0.770
N (-3.84592, -0.02512, -5.67689)  0.930
O (-4.18456, -1.11426, -5.25667)  -0.537
O (-4.60540, 0.82837, -6.08176)  -0.515
H (-1.85747, -0.57473, -5.32773)  0.301
H (-2.14475, 0.49831, -6.74783)  0.298
H (-2.22591, 1.16452, -5.09383)  0.291
C (7.30236, -4.14087, 4.13005)  -0.595
N (5.87589, -4.22605, 4.54711)  0.948
O (5.41463, -5.31514, 4.82438)  -0.531
O (5.24695, -3.19044, 4.55424)  -0.534
H (7.72582, -5.13711, 4.14866)  0.172
H (7.29053, -3.71729, 3.12944)  0.289
H (7.79405, -3.45728, 4.81588)  0.285
C (5.79394, -8.47561, 3.60442)  -0.607
N (7.27346, -8.32715, 3.49359)  0.880
O (7.78059, -7.39305, 4.08054)  -0.539
O (7.87014, -9.14025, 2.82190)  -0.545
H (5.42696, -7.66480, 4.22198)  0.223
H (5.39659, -8.43432, 2.59436)  0.277
H (5.60402, -9.45437, 4.03523)  0.296
C (-9.06783, 4.18652, -3.11535)  -0.477
N (-8.60561, 5.45436, -2.48355)  0.946
O (-7.64808, 5.41259, -1.74759)  -0.498
O (-9.23743, 6.46049, -2.75956)  -0.607
H (-8.42827, 3.37185, -2.79804)  0.083
H (-10.10027, 4.04748, -2.80815)  0.284
H (-9.02256, 4.33925, -4.18965)  0.274

2.
Molecular formula: C18H29FN8OSi
Method: DFT, ωB97M-V with the def2-TZVPD basis set

The HOMO-LUMO gap is 11.260 eV. For the total energy, the calculation gives -1605.84807 Eh. The value obtained for the max |F| is 0.01189 hartree/bohr. Its charge is 0.

Last column: natural (NBO) charge in e.
Element x y z (Å)
O (-5.32328, -3.36575, -1.86101)  -0.533
C (-4.58108, -3.48196, -0.94772)  0.887
F (-3.65300, -4.46506, -0.98222)  -0.354
C (-4.55165, -2.63285, 0.28299)  -0.977
Si (-3.32555, -3.04416, 1.68741)  0.866
H (-5.58643, -2.60138, 0.63204)  0.278
H (-4.32879, -1.61477, -0.05233)  0.281
H (-4.09095, -3.23971, 2.93717)  -0.161
H (-2.48293, -4.22149, 1.41555)  -0.158
H (-2.45330, -1.88671, 1.87863)  -0.133
C (-0.57846, 0.60603, -0.25450)  -0.734
C (-1.62320, 0.60986, 0.75709)  0.316
N (-2.45239, 0.62897, 1.55631)  -0.372
H (-0.49452, 1.60107, -0.68319)  0.265
H (0.36863, 0.33169, 0.20171)  0.269
H (-0.81580, -0.11101, -1.03975)  0.251
C (-0.94209, 3.93690, 2.44938)  -0.742
C (-0.07125, 3.70039, 1.30899)  0.370
N (0.61129, 3.50536, 0.40157)  -0.437
H (-0.71674, 3.22270, 3.23931)  0.259
H (-0.78090, 4.95000, 2.81127)  0.284
H (-1.98007, 3.81662, 2.14448)  0.269
C (2.88321, -1.87789, -0.10829)  -0.727
C (1.82349, -1.87982, 0.89487)  0.294
N (0.99812, -1.89631, 1.69909)  -0.355
H (2.97589, -0.88467, -0.54559)  0.254
H (3.82966, -2.15578, 0.34528)  0.273
H (2.64976, -2.59098, -0.89567)  0.259
C (-2.27524, -7.34598, 0.46933)  -0.724
C (-1.30075, -6.98771, 1.49261)  0.287
N (-0.52739, -6.71391, 2.29925)  -0.331
H (-2.84678, -6.46762, 0.17774)  0.264
H (-1.76084, -7.74328, -0.40339)  0.253
H (-2.95405, -8.10253, 0.85833)  0.251
C (2.30271, 6.74202, 0.35861)  -0.723
C (1.28133, 6.82625, 1.39247)  0.318
N (0.47907, 6.86239, 2.21577)  -0.364
H (2.34757, 7.67787, -0.19499)  0.252
H (3.27136, 6.54698, 0.81419)  0.255
H (2.05659, 5.92764, -0.32060)  0.266
C (1.10344, 3.51488, -3.13690)  -0.739
C (1.12773, 2.06081, -3.21765)  0.306
N (1.13364, 0.91078, -3.27526)  -0.362
H (2.07594, 3.91509, -3.41779)  0.253
H (0.35074, 3.89950, -3.82321)  0.251
H (0.85487, 3.82591, -2.12173)  0.290
C (-2.70201, 2.19846, -3.04608)  -0.731
C (-2.39777, 3.27802, -2.11295)  0.292
N (-2.14226, 4.13292, -1.38549)  -0.341
H (-3.39252, 1.49688, -2.58141)  0.260
H (-3.15991, 2.60600, -3.94515)  0.257
H (-1.78685, 1.67118, -3.31506)  0.263
C (7.58969, -2.61050, 1.52450)  -0.721
C (6.61431, -2.62504, 0.44178)  0.309
N (5.84302, -2.63483, -0.41239)  -0.356
H (7.98106, -3.61381, 1.67922)  0.259
H (8.40934, -1.94127, 1.27140)  0.257
H (7.11628, -2.26645, 2.44196)  0.258